(1)
Molecular formula: C4H9NO
Method: DFT, ωB97M-V/def2-TZVPD

Positions of all 15 atoms, in Å:
O -1.7392 -1.2427 -0.1349
N 0.0863 0.2039 0.6717
C -0.3892 -1.0327 0.1021
C 2.3950 0.9055 0.4977
C -2.5494 -0.1266 -0.4267
C 1.0942 0.4903 -0.0716
H 2.7657 0.0826 1.1272
H 3.1413 1.1022 -0.2724
H -2.9955 0.2892 0.4860
H 0.3565 -1.2054 -0.7357
H 1.0330 0.3891 -1.1672
H -3.3520 -0.4795 -1.0812
H 2.2152 1.7654 1.1350
H -0.0698 -1.8111 0.8015
H -1.9920 0.6697 -0.9314

Computed properties:
E_tot: -7828.94061 eV
Orbital gap: 10.091 eV
LUMO level: 0.9 eV
Net charge: 0
Relative energy (zero: lowest compared OMol25 entry of this formula, charge and spin): 326.1 kJ/mol
SMILES string: C/C=N/COC

(2)
Molecular formula: C6H4F4
Method: DFT, ωB97M-V/def2-TZVPD

Positions of all 14 atoms, in Å:
F 2.6798 2.5490 0.5248
F -0.4707 2.7066 1.3918
F 0.9885 1.3734 2.3343
F 1.0703 3.1721 -0.7529
C 1.5660 0.9000 -0.8370
C 0.4411 1.7449 1.1271
C -0.1919 0.4985 0.5330
C 1.5126 2.1516 0.0153
C 0.6935 0.0119 -0.5147
C -1.3188 -0.0928 0.8366
H 0.6696 -1.0646 -0.7858
H 2.4360 0.8457 -1.4299
H -1.9290 0.0689 1.7003
H -1.3881 -0.9213 0.1984

Computed properties:
E_tot: -17155.31934 eV
Orbital gap: 10.460 eV
LUMO level: 0.5 eV
Net charge: 0
Relative energy (zero: lowest compared OMol25 entry of this formula, charge and spin): 0.0 kJ/mol
SMILES string: C=C1C=CC(F)(F)C1(F)F

(3)
Molecular formula: C4H4N2
Method: DFT, ωB97M-V/def2-TZVPD

Positions of all 10 atoms, in Å:
N 0.6942 1.1066 -0.1665
N -0.8119 -1.1558 -0.0473
C -1.3571 -0.0453 -0.0946
C 1.2899 -0.0229 -0.0684
C -0.5601 1.1729 0.1143
C 0.5692 -1.0957 -0.0499
H 2.4756 0.0880 0.0436
H -2.5104 -0.0387 -0.2367
H 1.2406 -2.1016 0.3148
H -1.0299 2.0924 0.1906

Computed properties:
E_tot: -7190.50034 eV
Orbital gap: 9.777 eV
LUMO level: 0.4 eV
Net charge: 0
Relative energy (zero: lowest compared OMol25 entry of this formula, charge and spin): 211.1 kJ/mol
SMILES string: c1cnccn1

(4)
Molecular formula: C9H18BF6N3O5PS
Method: DFT, ωB97M-V/def2-TZVPD

Positions of all 44 atoms, in Å:
S 3.2305 -1.9472 0.3170
P -2.5765 4.4524 0.7557
F -1.9628 5.4410 1.8912
F -2.0065 2.9576 0.4377
F -3.9412 5.3267 0.8831
F -1.1965 4.9964 0.0819
F -3.1801 4.4208 -0.7509
F -3.1503 3.5628 1.9873
O 3.7203 -0.4350 0.7211
O 2.9225 -2.7767 1.4773
O 4.3710 -2.5755 -0.3672
O -1.1480 -0.2247 1.0398
O 0.4401 2.6355 1.4873
N -0.0613 -2.4446 1.2019
N 0.9641 1.8201 -0.6759
N -1.2208 1.1165 -3.2932
C 1.7174 0.5388 -0.4995
C -1.0428 -3.3496 0.5223
C 2.5969 0.5022 0.8047
C -1.2929 0.1981 -2.0994
C 0.0182 -0.7040 -2.1130
C 0.8102 -0.7392 -0.7233
C 1.8481 -1.9670 -0.8828
C 0.5814 2.2672 0.4119
C -0.4684 -2.3393 2.6220
B -0.1442 -1.1147 0.5230
H -1.8068 -3.7459 1.2431
H 3.0897 1.5115 0.9021
H 2.3064 -1.8272 -1.9044
H 1.3288 -2.9571 -0.9138
H 0.7439 -0.4583 -2.9310
H -0.2097 -3.3130 3.1360
H -0.7164 0.2675 1.7639
H -1.3856 0.8741 -1.2190
H -1.2917 0.5690 -4.1576
H 2.0339 0.3428 1.7604
H -1.5704 -2.1751 2.7587
H -1.6324 -2.7441 -0.2323
H -2.1939 -0.4614 -2.2496
H -0.2538 1.4658 -3.2785
H 2.4524 0.5296 -1.3619
H -0.4876 -4.1762 -0.0036
H -0.3307 -1.7714 -2.2659
H 0.0956 -1.5492 3.1933

Computed properties:
E_tot: -61442.68004 eV
Orbital gap: 9.220 eV
LUMO level: 2.2 eV
Net charge: -1